Here is a cluster of 5 separate species, C29H61BO10PSi in total from OMol25. Energies are from ωB97M-V with the def2-TZVPD basis set.

As for the HOMO-LUMO gap: 6.373 eV. As for the total energy: -69378.8798 eV. The net charge is -1.

Each line ends with the Mulliken charge.
Positions of all 103 atoms, in Å:
H  2.285  -2.120  8.132  0.345
H  2.851  -3.763  7.803  0.277
H  2.016  -0.121  -2.454  0.452
H  5.324  -2.455  3.722  0.243
C  -0.415  3.062  1.094  0.651
H  1.120  7.263  0.458  0.241
H  -9.878  1.717  -4.139  0.334
C  0.991  6.292  0.935  -0.827
H  -8.923  1.443  -6.376  0.265
H  4.258  -2.462  6.280  0.379
H  0.528  -4.047  7.278  0.284
H  -2.209  -2.327  2.602  0.312
H  -2.941  6.003  3.252  0.441
H  -3.311  0.400  -5.107  0.324
O  1.334  -3.713  5.408  -0.414
H  0.603  -0.586  -4.036  0.152
H  5.698  0.944  2.009  0.296
H  -2.767  -0.614  2.395  0.255
C  -2.231  -1.449  1.950  -1.259
H  7.143  -1.015  2.260  0.389
H  2.719  -2.954  4.072  -0.007
B  0.289  4.205  0.202  0.742
H  -2.284  3.384  -0.058  0.182
H  -0.564  -0.898  -2.763  0.426
H  -0.389  -0.360  3.963  0.367
O  -2.071  1.374  0.557  -0.721
C  -8.440  2.190  -5.741  -0.520
P  -0.584  0.684  -0.076  2.220
H  5.953  -2.040  1.447  0.257
C  -1.203  4.599  2.937  -0.752
H  5.741  -0.803  4.225  0.268
H  -2.618  2.967  1.575  0.292
H  2.904  -1.402  5.872  0.147
H  0.238  -3.244  1.698  0.423
O  -0.735  0.911  -3.836  -0.432
O  -0.044  5.563  0.279  -0.606
H  1.185  -1.000  3.420  -0.274
O  3.979  -0.986  3.183  -0.279
H  -6.541  1.573  -6.643  0.307
H  -2.146  1.877  -2.720  -0.062
H  0.383  -2.390  6.658  0.266
H  3.064  -3.319  -5.644  0.284
C  2.382  -2.881  7.358  -0.618
C  2.687  -3.387  5.071  -0.224
C  -7.891  0.831  -3.888  -0.414
H  -0.019  -2.832  0.015  0.246
H  3.320  0.649  2.094  0.005
C  1.073  0.371  -2.185  -0.320
H  2.312  -5.321  -2.392  0.378
Si  -0.459  -0.895  1.527  0.538
O  3.147  -2.451  -3.784  -0.368
H  1.449  -4.721  -3.813  0.310
H  0.937  3.683  -1.535  0.219
H  3.393  -0.883  1.212  -0.211
H  4.470  -4.936  -3.478  0.247
H  0.729  3.866  2.756  0.407
O  0.323  1.897  0.825  -0.306
H  -7.628  0.848  -2.830  0.279
C  -3.024  1.298  -4.559  -1.350
H  -3.941  1.699  -4.120  0.309
C  3.907  -0.257  1.947  0.207
C  5.322  -1.408  3.411  -0.395
H  3.272  -4.317  5.071  0.330
H  -0.512  2.672  3.265  0.199
H  0.754  0.677  3.121  0.071
C  3.588  -4.752  -4.096  -0.543
H  0.729  6.408  1.990  0.228
H  -2.422  0.159  -2.819  0.143
O  1.320  3.871  -0.670  -0.494
H  -2.577  2.045  -5.214  0.331
C  -0.290  3.499  2.589  -0.830
C  -8.827  1.965  -4.283  -0.539
C  -6.937  1.953  -5.701  -0.437
C  -1.914  2.748  0.764  -0.704
C  -2.076  1.018  -3.396  0.421
C  3.178  -2.425  6.139  -0.270
C  -2.142  5.337  3.036  -0.054
C  0.429  -2.473  0.943  -0.828
H  1.495  -2.277  0.845  -0.031
H  -8.329  -0.146  -4.122  0.244
H  5.454  0.139  0.455  0.362
C  6.076  -1.178  2.108  -0.664
H  -2.704  -1.758  1.015  0.289
C  1.047  -3.259  6.729  -0.450
H  1.963  5.786  0.890  0.283
H  3.512  -5.555  -4.830  0.354
C  2.484  -3.167  -2.733  0.342
C  0.039  -0.112  -3.224  -0.490
H  -8.703  3.178  -6.119  0.320
C  3.674  -3.372  -4.735  -0.507
H  1.258  1.447  -2.305  -0.112
H  4.697  -3.086  -4.988  0.250
C  0.354  -0.336  3.159  -0.367
O  0.816  -0.008  -0.861  -0.229
H  3.101  -3.100  -1.831  0.090
H  -8.603  2.859  -3.696  0.269
H  -6.398  2.871  -5.443  0.273
C  2.354  -4.605  -3.212  -0.716
H  -1.457  -0.278  -0.764  -0.324
H  1.522  -2.699  -2.526  -0.152
C  5.342  0.027  1.532  -0.584
O  -6.706  0.992  -4.670  -0.364
H  -0.660  1.694  -1.112  -0.715